1.
45
Properties=species:S:1:pos:R:3 method="wB97M-V/def2-TZVPD" max_force_ev_per_a=1.33 lumo_energy_ev="-3.5 / -5.2" gap_ev="7.55 / 6.96" s_squared=8.768 e_tot_ev=-153627.195 e_above_lowest_kcal_mol=0.1 multiplicity=6 charge=+1
Fe 3.327 -1.380 1.278
I 6.039 -1.558 1.958
C 5.395 -1.207 3.935
I 3.287 -1.372 4.043
H 5.671 -0.200 4.213
H 5.830 -1.954 4.586
C -4.590 -1.269 1.532
C -4.332 0.082 1.347
C -3.056 0.509 0.999
C -2.050 -0.439 0.824
C -2.302 -1.798 1.021
C -3.579 -2.209 1.371
Sb -0.157 0.167 0.161
C -0.028 -0.543 -1.792
C 1.198 -0.702 -2.439
C 1.220 -1.209 -3.730
C 0.035 -1.562 -4.364
C -1.181 -1.410 -3.713
C -1.220 -0.908 -2.419
C -0.249 2.236 0.091
C -0.406 2.950 1.278
C -0.447 4.337 1.236
C -0.323 4.999 0.021
C -0.161 4.283 -1.157
C -0.115 2.896 -1.128
H -5.585 -1.593 1.806
H -5.124 0.808 1.474
H -2.862 1.565 0.857
H -1.516 -2.534 0.895
H -3.785 -3.261 1.519
H 2.123 -0.435 -1.949
H 2.166 -1.332 -4.241
H 0.060 -1.962 -5.369
H -2.102 -1.686 -4.209
H -2.173 -0.801 -1.916
H -0.502 2.441 2.230
H -0.568 4.901 2.152
H -0.351 6.081 -0.008
H -0.064 4.804 -2.101
H 0.021 2.341 -2.049
Br 2.975 0.785 0.396
F 1.297 -2.578 0.667
C 2.629 -2.929 0.184
F 3.084 -3.815 1.210
H 2.469 -3.538 -0.699

2.
55
Properties=species:S:1:pos:R:3 method="wB97M-V/def2-TZVPD" max_force_ev_per_a=3.09 lumo_energy_ev=1.9 gap_ev=8.29 e_tot_ev=-52975.379 charge=-1
C 2.683 -3.683 -0.154
C 2.484 -2.326 0.524
O 3.633 -1.512 0.446
C 3.639 -0.625 -0.655
C 3.182 0.779 -0.303
C 1.697 0.970 -0.041
C 0.883 1.070 -1.322
C -0.646 1.035 -1.135
C -1.287 -0.196 -1.743
O -0.545 -1.352 -1.203
C -1.165 -1.588 -0.011
O -0.659 -1.761 1.085
O -2.516 -1.601 -0.271
C -2.724 -0.572 -1.309
B -3.669 0.502 -0.599
O -3.162 1.624 -0.050
C -5.214 0.201 -0.474
C -5.528 -0.664 0.757
P -3.507 -1.457 -2.775
N -2.346 -2.635 -3.222
O -4.541 -2.457 -1.985
H 2.368 -3.615 -1.191
H 2.040 -4.415 0.322
H 3.724 -3.975 -0.119
H 2.163 -2.430 1.553
H 1.665 -1.825 0.015
H 3.097 -1.058 -1.498
H 4.681 -0.550 -0.957
H 3.721 1.067 0.592
H 3.478 1.417 -1.133
H 1.598 1.921 0.479
H 1.289 0.237 0.648
H 1.209 0.331 -2.052
H 1.127 2.033 -1.764
H -1.021 1.927 -1.627
H -0.886 1.154 -0.085
H -1.093 -0.163 -2.809
H -3.851 2.198 0.283
H -5.602 -0.319 -1.345
H -5.780 1.130 -0.395
H -5.364 -1.716 0.565
H -6.578 -0.559 1.016
H -4.962 -0.377 1.637
H -1.566 -2.195 -3.691
H -1.942 -3.078 -2.397
H -4.501 -3.311 -2.422
B 2.620 2.874 4.036
O 3.041 4.264 4.393
C 3.865 4.724 3.476
O 4.381 5.809 3.467
C 4.054 3.636 2.409
O 4.739 3.727 1.425
O 3.334 2.587 2.751
F 1.247 2.818 3.841
F 3.011 1.980 5.017

3.
100
Properties=species:S:1:pos:R:3 method="wB97M-V/def2-TZVPD" max_force_ev_per_a=0.33 lumo_energy_ev="4.3 / 4.3" gap_ev="5.86 / 5.86" s_squared=2.021 e_tot_ev=-123311.042 e_above_lowest_kcal_mol=3.2 multiplicity=3 charge=-2
V -0.078 -0.671 -0.573
C -5.297 2.205 1.190
C -4.936 0.873 1.796
C -5.735 0.388 2.830
C -5.502 -0.846 3.417
C -4.455 -1.631 2.963
C -3.639 -1.153 1.948
C -3.852 0.094 1.362
P -2.584 0.514 0.089
C -2.410 2.324 0.246
C -2.762 3.200 -0.775
C -2.567 4.566 -0.638
C -2.003 5.062 0.528
C -1.631 4.191 1.540
C -1.820 2.819 1.421
C -1.412 1.907 2.546
C -3.418 0.175 -1.483
C -4.768 -0.103 -1.646
C -5.238 -0.625 -2.843
C -4.333 -0.886 -3.867
C -2.986 -0.605 -3.712
C -2.491 -0.057 -2.523
C -1.084 0.261 -2.272
H -6.344 2.435 1.399
H -5.152 2.207 0.111
H -4.681 3.011 1.593
H -6.571 0.993 3.169
H -6.143 -1.194 4.219
H -4.268 -2.607 3.395
H -2.817 -1.748 1.574
H -3.193 2.800 -1.687
H -2.843 5.236 -1.444
H -1.825 6.125 0.638
H -1.142 4.573 2.430
H -0.587 2.346 3.106
H -1.075 0.935 2.180
H -2.256 1.731 3.222
H -5.450 0.035 -0.815
H -6.288 -0.863 -2.962
H -4.685 -1.323 -4.795
H -2.290 -0.819 -4.515
H -0.989 1.308 -2.020
H -0.438 0.035 -3.126
Cl -2.495 -3.066 -0.819
C -0.814 -2.516 -1.351
H -0.859 -2.525 -2.442
H -0.162 -3.323 -1.018
C 1.803 0.204 2.192
C 1.574 1.357 1.270
C 2.039 2.636 1.508
C 1.700 3.397 0.371
C 1.040 2.546 -0.493
C 0.629 3.001 -1.866
N 0.928 1.275 0.057
H 2.530 0.507 2.950
H 2.205 -0.667 1.669
H 0.898 -0.111 2.708
H 2.603 2.947 2.378
H 1.927 4.436 0.169
H 1.168 3.928 -2.077
H -0.433 3.231 -1.962
H 0.879 2.287 -2.651
C 3.672 -3.675 1.921
C 3.873 -3.515 0.421
C 3.409 -4.763 -0.320
C 5.331 -3.182 0.113
O 3.014 -2.418 0.061
P 3.000 -1.649 -1.339
O 3.628 -2.397 -2.456
O 1.563 -1.200 -1.534
O 3.906 -0.392 -0.899
C 4.480 0.545 -1.827
C 5.757 -0.065 -2.396
C 4.783 1.774 -0.982
C 3.496 0.888 -2.937
H 4.310 -4.478 2.302
H 2.629 -3.908 2.128
H 3.931 -2.746 2.432
H 3.980 -5.634 0.018
H 3.550 -4.630 -1.392
H 2.351 -4.921 -0.111
H 5.975 -3.996 0.458
H 5.618 -2.263 0.628
H 5.469 -3.044 -0.959
H 6.441 -0.316 -1.583
H 6.250 0.651 -3.059
H 5.519 -0.975 -2.948
H 5.261 2.546 -1.593
H 5.455 1.503 -0.166
H 3.863 2.173 -0.554
H 3.304 0.018 -3.566
H 3.897 1.694 -3.557
H 2.559 1.210 -2.489
Cl 0.238 -2.335 4.459
C -0.812 -2.942 3.131
C -0.181 -2.703 1.744
O 0.419 -3.646 1.249
O -0.382 -1.532 1.266
H -1.761 -2.428 3.238
H -0.915 -4.011 3.290

4.
32
Properties=species:S:1:pos:R:3 method="wB97M-V/def2-TZVPD" max_force_ev_per_a=4.18 lumo_energy_ev="0.4 / 0.4" gap_ev="6.34 / 6.52" s_squared=6.272 e_tot_ev=-50873.208 e_above_lowest_kcal_mol=0.0 multiplicity=5 charge=0
Cr -0.656 -0.697 0.678
H 1.560 1.938 -2.212
H 1.880 1.373 -2.615
P 0.003 -2.278 -1.324
C 1.311 -3.479 -0.732
H 1.374 -4.414 -1.333
H 2.310 -3.004 -0.756
H 1.103 -3.762 0.314
C -1.420 -3.407 -1.646
H -2.123 -2.917 -2.342
H -1.135 -4.397 -2.055
H -1.946 -3.538 -0.685
C 0.763 -2.052 -3.023
H 1.733 -1.525 -2.958
H 0.944 -2.995 -3.592
H 0.115 -1.422 -3.654
C 1.185 -0.423 1.484
O 2.340 -0.262 1.655
H -0.914 -0.831 -1.067
H -1.680 -1.846 1.239
C -1.562 2.852 2.817
N -0.607 3.270 1.789
C 0.098 4.469 2.179
C -0.179 2.460 0.802
O -0.729 1.340 0.568
H -1.625 3.735 3.487
H -1.176 1.979 3.372
H -2.526 2.628 2.344
H 1.133 4.304 2.481
H 0.102 5.248 1.429
H -0.420 4.842 3.061
H 0.744 2.812 0.295